(1)
Computed, not measured: C24H16N6O2Ru as an isolated structure, with ωB97M-V/def2-TZVPD.

The HOMO energy (alpha / beta) is -14.9 / -15.1 eV. The charge is +2. The maximum force comes out at 0.92 eV/Å. As for the HOMO-LUMO gap (alpha / beta): 0.2286 / 0.2310 hartree. The electronic energy comes out at -40750.85224 eV.

Atoms and positions in Å:
1 Ru 0.37319 -0.40261 -0.75387
2 O 2.72747 -1.67281 2.31360
3 C 1.99653 -1.57420 1.37483
4 N 1.80924 -0.40254 0.57672
5 C 2.47352 0.74034 0.70966
6 C 3.48890 1.03932 1.66218
7 C 3.98970 2.29247 1.70810
8 C 3.56380 3.32216 0.78624
9 C 2.63456 3.08716 -0.16446
10 C 2.02858 1.79790 -0.23106
11 N 1.04639 1.41341 -1.03720
12 C 0.42781 2.22321 -2.04476
13 O 0.64860 3.37606 -2.25302
14 C -0.59695 1.42723 -2.81230
15 C -1.32039 2.03808 -3.81426
16 C -2.30174 1.30901 -4.46984
17 C -2.50051 -0.01481 -4.11264
18 C -1.71500 -0.56925 -3.11730
19 N -0.78414 0.13125 -2.45814
20 C 1.08871 -2.68348 0.91270
21 C 1.10358 -3.89206 1.57397
22 C 0.21385 -4.88089 1.17803
23 C -0.63920 -4.62480 0.11792
24 C -0.57845 -3.39562 -0.51593
25 N 0.25751 -2.42660 -0.13007
26 H 3.82791 0.27773 2.34413
27 H 4.72618 2.53419 2.46299
28 H 3.99571 4.31087 0.86549
29 H 2.32831 3.85972 -0.84943
30 H -1.10210 3.06924 -4.05710
31 H -2.90020 1.76686 -5.24616
32 H -3.24934 -0.62319 -4.60059
33 H -1.82921 -1.60777 -2.84058
34 H 1.80549 -4.03104 2.38507
35 H 0.18632 -5.83260 1.69171
36 H -1.34727 -5.36598 -0.22562
37 H -1.21568 -3.18176 -1.36179
38 N -0.81427 1.09689 5.28438
39 C -1.22050 0.94126 4.22231
40 C -1.67321 0.72600 2.87375
41 C -3.00832 0.83645 2.50613
42 C -3.34953 0.59893 1.18525
43 C -2.36372 0.26255 0.28115
44 N -1.07353 0.16027 0.63946
45 C -0.73215 0.38946 1.91243
46 H -3.75764 1.10228 3.23972
47 H -4.37603 0.67349 0.85589
48 H -2.59942 0.06859 -0.75365
49 H 0.30666 0.30963 2.18596

natural (NBO) population analysis, charges in e, atoms 1 to 6: atom 1 (Ru): 0.96, atom 2 (O): -0.47, atom 3 (C): 0.66, atom 4 (N): -0.50, atom 5 (C): 0.22, atom 6 (C): -0.26

***

(2)
Computed, not measured: C24H17AsCl5MoN2O8S as an isolated structure, with ωB97M-V/def2-TZVPD.

The HOMO energy is -11.4 eV. The charge is +1. The maximum force comes out at 0.49 eV/Å. As for the HOMO-LUMO gap: 0.2119 hartree. The electronic energy comes out at -180659.34532 eV.

Atoms and positions in Å:
1 Mo -0.62616 0.22391 -0.41828
2 C -3.08384 2.18469 -3.22374
3 C -2.00584 2.27354 -2.20951
4 O -1.75600 1.15251 -1.57571
5 C -1.25963 3.37092 -1.90378
6 C -0.30557 3.35634 -0.86813
7 C 0.35260 4.64911 -0.50978
8 N -0.00241 2.25326 -0.18437
9 N 0.81902 2.50858 0.89464
10 C 0.82806 1.49335 1.67270
11 O 0.08000 0.43843 1.28873
12 C 1.55439 1.35592 2.92502
13 C 1.16304 0.36754 3.83025
14 C 1.84200 0.24860 5.03013
15 C 2.90500 1.09703 5.31380
16 C 3.29572 2.07214 4.40459
17 C 2.61912 2.21082 3.20675
18 H -2.73762 1.56427 -4.05294
19 H -3.35149 3.16834 -3.60076
20 H -3.95721 1.69805 -2.79136
21 H -1.44593 4.30333 -2.41240
22 H 0.02298 5.43628 -1.18053
23 H 1.43581 4.54066 -0.56289
24 H 0.11913 4.91752 0.52016
25 H 0.34606 -0.30143 3.58879
26 H 1.54544 -0.50883 5.74208
27 H 3.43801 0.99536 6.24962
28 H 4.13078 2.72072 4.63084
29 H 2.91353 2.96304 2.48766
30 O -4.18341 -1.85687 1.48322
31 As -2.45659 -2.00020 1.30865
32 O -1.63289 -1.96976 2.68987
33 O -2.15469 -0.50506 0.36612
34 C -2.42230 -3.51001 0.12116
35 C -3.35779 -4.49797 0.38943
36 C -3.37077 -5.66635 -0.36949
37 C -2.45898 -5.85034 -1.39157
38 C -1.51853 -4.86505 -1.67112
39 C -1.51188 -3.70756 -0.91588
40 S -0.33189 -2.46709 -1.28852
41 O -0.02890 -1.83729 0.04562
42 O 0.75375 -3.02296 -2.01016
43 O -1.04138 -1.32045 -1.94711
44 H -4.39899 -1.40754 2.31174
45 H -4.07918 -4.36538 1.18407
46 H -4.10118 -6.43253 -0.14932
47 H -2.47067 -6.76122 -1.97338
48 H -0.79021 -4.99217 -2.45983
49 Cl 0.24685 0.75411 -3.74291
50 C 1.56788 0.56020 -2.64290
51 C 1.39114 0.10142 -1.32708
52 C 2.56325 -0.18418 -0.60502
53 Cl 2.56993 -0.93499 0.94226
54 C 3.82970 0.12073 -1.11849
55 Cl 5.23801 -0.16578 -0.18496
56 C 3.96056 0.66133 -2.39030
57 Cl 5.50248 1.06271 -3.00853
58 C 2.82198 0.85165 -3.17018
59 Cl 2.98566 1.45459 -4.76695

natural (NBO) population analysis, charges in e, atoms 1 to 6: atom 1 (Mo): 1.86, atom 2 (C): -0.68, atom 3 (C): 0.53, atom 4 (O): -0.56, atom 5 (C): -0.36, atom 6 (C): 0.38

***

(3)
Computed, not measured: one molecule with the formula C24H17ClN2O6, with ωB97M-V/def2-TZVPD.

The HOMO energy is -8.7 eV. The charge is 0. The maximum force comes out at 1.26 eV/Å. As for the HOMO-LUMO gap: 0.2989 hartree. The electronic energy comes out at -52949.27508 eV.

Atoms and positions in Å:
1 O -2.05155 -2.15674 -0.85853
2 C -0.95746 -1.67322 -0.99558
3 O 0.18201 -2.38465 -0.76096
4 C 0.03126 -3.60072 -0.05172
5 C 0.30704 -3.40124 1.44119
6 O 0.57771 -4.31254 2.17227
7 C 0.23199 -1.96159 1.83785
8 C 1.41630 -1.25818 2.04215
9 C 1.38118 0.10609 2.25155
10 C 0.15845 0.76356 2.23936
11 C -1.03134 0.06385 2.09443
12 C -0.99363 -1.30297 1.89599
13 H -1.91357 -1.85304 1.76981
14 H -1.96963 0.59592 2.11340
15 N 0.12845 2.20584 2.35090
16 O 1.17077 2.76734 2.59465
17 O -0.94159 2.75088 2.20970
18 H 2.28729 0.67335 2.39668
19 H 2.35983 -1.78153 2.01676
20 H 0.72970 -4.33042 -0.46658
21 H -0.99637 -3.97249 -0.16978
22 C -0.63490 -0.27824 -1.34884
23 C -1.52234 0.73734 -1.30774
24 C -2.94631 0.69742 -1.01823
25 C -3.44611 1.63396 -0.10736
26 C -4.78509 1.64916 0.22651
27 C -5.64778 0.74888 -0.38225
28 C -5.17939 -0.15737 -1.32129
29 C -3.83377 -0.18399 -1.63273
30 H -3.47322 -0.87967 -2.37203
31 H -5.86454 -0.83771 -1.80188
32 Cl -7.32675 0.77038 0.02001
33 H -5.16185 2.35875 0.94625
34 H -2.76970 2.33408 0.36149
35 H -1.11544 1.73452 -1.41174
36 N 0.73721 -0.01653 -1.51965
37 C 1.39468 1.02043 -0.90986
38 O 0.81411 1.87840 -0.27436
39 C 2.87260 1.00712 -1.05117
40 C 3.54784 0.31906 -2.05636
41 C 4.92926 0.35909 -2.11268
42 C 5.64811 1.07755 -1.17064
43 C 4.98163 1.77860 -0.17880
44 C 3.60144 1.75063 -0.12362
45 H 3.06345 2.30739 0.62951
46 H 5.53751 2.35197 0.54733
47 H 6.72657 1.09904 -1.21840
48 H 5.44811 -0.17039 -2.89797
49 H 3.00614 -0.22244 -2.81875
50 H 1.29171 -0.80493 -1.81829

natural (NBO) population analysis, charges in e, atoms 1 to 6: atom 1 (O): -0.58, atom 2 (C): 0.77, atom 3 (O): -0.53, atom 4 (C): -0.20, atom 5 (C): 0.56, atom 6 (O): -0.49